Computed, not measured: a cluster of 6 separate species, C29H63N6O6 in total, with wB97M-V/def2-TZVPD.

The geometry in XYZ format:
```
104
Properties=species:S:1:pos:R:3:lowdin_charge:R:1
O 7.4214 2.5610 -7.3282 -0.0252
O 1.9934 -2.7379 -1.5311 -0.0119
O -4.3551 1.6529 4.3796 -0.1217
O 6.2117 0.7494 -3.6797 -0.0273
O -6.3823 -3.1306 3.0284 -0.0343
O -3.7820 0.5541 -3.7740 0.0359
N 2.7630 -0.7219 -2.2803 -0.1953
N -5.0793 -0.8212 3.7574 0.0663
N 7.2133 -0.2946 -5.4486 -0.1842
N -6.7327 -5.3805 2.8828 -0.1826
N 7.3957 4.8441 -7.3295 -0.1949
N -4.5375 -0.0803 -1.7170 -0.2011
C 3.8019 0.2944 -2.2362 -0.0601
C 6.0543 4.9047 -6.7765 -0.0343
C -3.6259 0.8087 -1.0223 -0.0380
C 0.9505 3.9545 4.4909 -0.0757
C 6.8094 0.7888 -4.7453 -0.3143
C 1.1542 2.6760 5.3920 -0.3051
C 2.8290 -1.8516 -1.5375 -0.3617
C 1.6184 -0.5214 -3.1478 -0.0429
C 0.6301 -0.6558 3.3700 -0.1562
C -6.9799 -4.1497 3.3620 -0.2988
C 6.9279 -1.6149 -4.9188 -0.0443
C -5.9843 0.1988 3.1548 -0.0786
C -1.5690 -2.1403 3.3691 -0.1527
C -2.6665 -1.3944 4.2367 -0.1228
C -3.6574 -0.5270 3.3514 -0.2173
C -0.6526 -1.1381 2.5357 -0.3301
C 0.2929 0.7746 3.9481 -0.2087
C -7.4832 -6.5425 3.3245 -0.0360
C 0.9997 2.8822 6.9486 -0.0673
C 8.0932 6.0808 -7.6238 -0.0537
C 1.4243 1.3936 4.8505 -0.0827
C 7.9558 3.6337 -7.5544 -0.3078
C -4.5141 -0.1113 -3.0778 -0.3436
C -5.6827 -5.5530 1.8924 -0.0233
C -5.6203 1.6595 3.6770 -0.1473
C -5.4407 -0.9046 -0.9437 -0.0657
C -0.2374 -1.8030 1.1416 -0.0550
C 7.9219 -0.1811 -6.7135 -0.0587
C -3.4392 1.0328 3.4536 -0.1369
H -3.8158 1.8377 -1.3349 0.0986
H 0.7053 -0.5228 -2.5478 0.0802
H -2.5979 0.5497 -1.2849 0.0918
H -0.8871 -2.6458 4.1106 0.1190
H 4.2226 0.4168 -3.2290 0.0580
H -6.4606 2.0098 4.3241 0.1349
H 5.3637 4.3908 -7.4481 0.0957
H 7.3107 -2.3824 -5.5891 0.0853
H 3.7370 -1.9053 -0.9154 0.1314
H -0.0145 1.4345 3.0902 0.1107
H 7.3949 -1.7192 -3.9369 0.0916
H 5.8478 -1.7334 -4.8045 0.0885
H -0.6002 -1.1458 0.3045 0.0712
H -3.6219 1.4788 2.4297 0.1254
H 5.7420 5.9402 -6.6531 0.0885
H 8.0703 0.8705 -6.9980 0.0476
H 3.3613 1.2398 -1.9066 0.0904
H -8.2329 -6.2629 4.0638 0.0905
H 0.8214 3.6105 3.4279 0.0695
H -5.1221 -0.8083 4.7870 0.1897
H 2.3800 0.8604 5.0988 0.1101
H -6.0625 -1.5183 -1.5944 0.0873
H -3.4683 -0.8223 2.2863 0.1516
H 0.8821 -1.8428 1.0201 0.0682
H 0.2985 2.1059 7.3490 0.0743
H 1.5625 -1.3407 -3.8675 0.0935
H -3.7609 0.7228 0.0566 0.0577
H 1.7066 0.4255 -3.6777 0.0883
H -6.0837 -0.2583 -0.3385 0.0757
H 8.8968 -0.6680 -6.6173 0.0880
H -4.8556 -1.5564 -0.2876 0.0819
H 1.8112 4.6612 4.6002 0.0897
H -4.7327 -5.2150 2.3112 0.0928
H 8.1961 6.6621 -6.7049 0.0918
H -2.0502 -2.9067 2.7032 0.1077
H 8.9718 3.6989 -7.9737 0.1407
H -7.0509 -0.0209 3.4363 0.1448
H -0.5982 0.6468 4.6299 0.0876
H 2.0087 2.8624 7.4356 0.0819
H 7.5161 6.6534 -8.3531 0.0919
H -5.2429 -0.8172 -3.5075 0.1342
H -3.3025 -2.1735 4.7594 0.1202
H -7.9807 -6.9950 2.4648 0.0990
H 0.5332 3.8949 7.1105 0.0742
H 7.3406 -0.6805 -7.4930 0.0924
H -6.7956 -7.2646 3.7684 0.0987
H 0.7925 -1.3327 4.2543 0.1136
H -5.3367 -1.7911 3.4741 0.1120
H -0.6262 -2.8523 1.0340 0.0785
H -5.5263 2.3784 2.8206 0.1343
H 9.0835 5.8802 -8.0313 0.0855
H -5.8997 0.1267 2.0352 0.1254
H -2.4075 1.3405 3.7471 0.1210
H -7.7914 -4.1291 4.1036 0.1440
H -5.9122 -4.9466 1.0143 0.0959
H -1.2364 -0.2013 2.2840 0.1036
H -0.0039 4.4713 4.8085 0.0726
H -5.6028 -6.5989 1.6034 0.0962
H 7.0718 1.7381 -5.2284 0.1162
H -2.1767 -0.7681 5.0350 0.1216
H 1.5541 -0.6815 2.7353 0.1148
H 6.0395 4.3995 -5.8086 0.0923
H 4.5955 0.0109 -1.5467 0.0860
```

HOMO-LUMO gap = 6.97 eV
Total charge = +1
Calculated total energy = -52310.721 eV
LUMO energy = -2.2 eV
Strongest force on any atom = 0.0504 Eh/bohr

---

Computed, not measured: a cluster of 4 separate species, C29H64BClN5O15PS in total, with wB97M-V/def2-TZVPD.

The geometry in XYZ format:
```
117
Properties=species:S:1:pos:R:3:lowdin_charge:R:1
Cl 4.6963 -1.5124 0.6810 0.2157
S 2.4232 -3.1696 3.9444 1.0289
P 2.7685 -0.6628 0.5189 0.7237
O -1.9388 -1.9357 -3.8144 -0.2056
O 3.3972 -5.1263 0.7160 -0.0349
O 1.3344 -4.3713 -2.7599 0.0583
O 3.9190 3.9458 0.9313 -0.1949
O -0.4395 -0.8291 5.2164 -0.0046
O -4.7250 2.2147 1.2581 -0.2026
O 0.6966 -1.9881 -2.2045 0.0382
O 2.3697 -3.3380 -0.6756 -0.0214
O 3.4075 -3.2478 5.1564 -0.4049
O 1.9995 -1.5664 3.5626 -0.3244
O -3.4027 1.6489 -3.0352 -0.2146
O -3.6920 0.9756 -6.8063 -0.2046
O 2.7901 0.6829 1.6806 -0.3932
O 3.2719 -3.7184 2.5812 -0.3090
O 6.8072 4.3109 4.3992 -0.2002
N 6.9948 4.4832 1.3982 -0.0568
N -1.6647 -2.9067 5.5562 -0.2203
N 0.2243 -3.9389 0.1367 0.1150
N -4.3208 3.9974 -1.1355 -0.0568
N -3.6208 -2.0181 -6.4849 -0.0542
C -4.2756 3.9448 -2.6016 -0.1883
C -3.4503 -3.0506 -5.4556 -0.1884
C 6.1666 4.7583 0.2180 -0.1928
C -0.4735 -2.3136 3.0711 -0.0649
C 3.9881 3.7423 2.3360 -0.1008
C -1.9168 -0.5563 -4.1551 -0.0927
C 2.6120 -6.5845 3.2464 -0.0544
C -3.2023 -2.5755 -4.0088 -0.2011
C -5.5011 3.3835 0.9574 -0.1989
C -3.0339 -3.0623 4.9346 -0.1188
C -0.8398 -2.0008 4.6480 -0.2508
C -3.4622 2.5158 1.8366 -0.1111
C -4.7389 0.0768 -7.2000 -0.1971
C -4.7771 -1.1505 -6.2692 -0.2054
C 7.7068 5.1621 3.6746 -0.2006
C -4.4730 2.5674 -3.2683 -0.1995
C -0.9807 -4.2283 5.8244 -0.1031
C 4.6728 5.0631 0.4551 -0.2114
C 3.5401 -7.1105 4.1932 0.0736
C 7.0789 5.5999 2.3374 -0.2095
C -2.6122 1.0149 -7.7297 -0.1100
C 0.9187 -1.5396 2.5603 -0.3337
C 2.4203 -4.3800 1.5870 -0.3906
C 7.2439 2.9598 4.4613 -0.1111
C 1.3513 -1.8684 1.0281 -0.3096
C -5.6033 3.5880 -0.5663 -0.2086
C -3.4874 0.9435 -1.8044 -0.0879
C 1.6113 -5.5753 2.3622 -0.1273
C 1.5639 -3.4238 0.5950 -0.3303
B 1.4973 -3.2044 -1.8522 -0.5622
H -3.3034 -2.0026 4.4589 0.1128
H -1.6238 -0.4360 -5.1991 0.0799
H 0.1291 -4.9688 0.1278 0.1042
H -5.0141 4.6480 -3.0038 0.1170
H -0.5098 -3.4418 2.7724 0.0916
H -5.4383 2.1127 -3.0266 0.1099
H 4.5136 5.9409 1.0885 0.1084
H -3.0249 1.5815 2.2016 0.0843
H -1.1499 -0.0673 -3.5483 0.0998
H 4.2380 5.3165 -0.5189 0.1194
H 7.1333 2.4702 3.4896 0.0748
H 2.9952 1.4868 1.0979 0.0396
H -2.8733 -0.0616 -3.9634 0.0590
H -5.6788 0.6284 -7.0795 0.1179
H 8.2805 2.8909 4.7984 0.0856
H -5.9499 2.6453 -0.9978 0.0972
H 6.6091 2.4308 5.1786 0.0926
H 3.0670 3.2468 2.6545 0.0832
H -1.1074 -4.5132 6.9751 0.1109
H -1.5200 -5.0705 5.2161 0.0851
H -5.1180 4.2779 1.4611 0.1206
H -2.9581 1.4924 -1.0243 0.0761
H -0.5889 -3.4348 0.5360 0.0976
H 7.6909 6.3966 1.9000 0.1208
H 4.0834 4.6797 2.8914 0.0922
H -3.1780 -3.4707 -3.3763 0.1200
H -4.5206 0.7464 -1.5043 0.0967
H 6.6170 5.5836 -0.3455 0.1156
H -1.3401 -1.7880 2.4388 0.1445
H 0.6810 -5.2447 2.9832 0.0928
H 6.2314 3.8726 -0.4232 0.1181
H 6.6034 3.6748 1.8760 0.0675
H -4.0172 -1.9586 -3.6185 0.1083
H -3.5630 3.2041 2.6785 0.0885
H -4.3230 -3.7136 -5.4718 0.1160
H 0.4260 -1.4922 0.3671 0.1522
H -0.1038 -2.3006 -2.7540 0.0969
H -2.0220 0.0956 -7.6773 0.0751
H 7.8513 6.0548 4.2946 0.1182
H -4.6615 -0.2160 -8.2530 0.1197
H -3.0208 -3.8710 4.0894 0.0865
H -2.9764 -0.0155 -1.9252 0.0761
H -4.8116 -0.7778 -5.2421 0.0983
H -5.6958 -1.7157 -6.4618 0.1215
H -6.5082 3.1920 1.3464 0.1188
H -2.5923 -3.6588 -5.7616 0.1198
H -2.7824 2.9356 1.0896 0.0748
H -1.9602 1.8492 -7.4539 0.0918
H -3.2918 4.3240 -2.8983 0.1196
H 4.2535 -5.2788 1.2488 0.1492
H 0.5754 -0.3921 2.5415 0.1701
H 4.0792 -7.5033 5.1834 0.0699
H -3.7998 -3.3083 5.8150 0.1167
H 4.8127 3.0687 2.5737 0.0734
H 1.1855 -6.2879 1.5029 0.1284
H -2.7770 -1.4501 -6.5040 0.0683
H -4.4858 2.7337 -4.3519 0.1191
H 0.1727 -4.2259 5.6055 0.0869
H -6.3545 4.3585 -0.7731 0.1219
H -2.9662 1.1737 -8.7507 0.0859
H 1.3498 -5.1715 -2.1244 0.1197
H -3.5879 3.3905 -0.7759 0.0664
H 8.6894 4.7000 3.5284 0.1195
H 6.0905 6.0094 2.5617 0.0973
```

HOMO-LUMO gap = 8.44 eV
Calculated total energy = -102584.320 eV
LUMO energy = -0.2 eV
Strongest force on any atom = 0.1939 Eh/bohr

---

Result set for molar mass: 591.9 832.2 g mol⁻¹, one per record in the order listed.